(1)
This record from OMol25 describes the molecule C5H8O2. The level of theory is ωB97M-V with the def2-TZVPD basis set.

```
15
Properties=species:S:1:pos:R:3:lowdin_charge:R:1
C 1.68 -0.65 0.31 -0.05
C 0.47 0.26 0.47 -0.25
C -0.89 -0.49 0.40 -0.29
O -0.92 -1.60 -0.45 -0.02
C -1.47 0.77 -0.29 -0.15
O -0.83 0.75 -1.57 -0.02
C -0.12 1.34 -0.46 -0.16
H 2.63 -0.18 0.59 0.07
H 1.74 -1.06 -0.70 0.08
H 1.49 -1.49 1.00 0.09
H 0.53 0.76 1.45 0.15
H -1.23 -0.83 1.38 0.15
H -0.82 -1.22 -1.34 0.10
H -2.44 1.25 -0.19 0.15
H 0.17 2.37 -0.60 0.14
```

As for the HOMO energy: -9.7 eV. The value obtained for the energy relative to the best compared isomer or geometry (same formula, charge and spin) is 58.77 kcal per mole. The gap between HOMO and LUMO comes out at 10.75 eV. As for the SMILES: C[C@@H]1[C@H](O)[C@@H]2O[C@H]12.

(2)
This record from OMol25 describes the molecule C5H8O2. The level of theory is ωB97M-V with the def2-TZVPD basis set.

```
15
Properties=species:S:1:pos:R:3:lowdin_charge:R:1
O -0.82 -1.58 2.14 -0.09
C -0.02 -1.32 0.97 -0.23
C -0.41 0.06 0.39 -0.34
O -1.77 0.27 0.25 -0.06
C 0.61 0.34 -1.06 -0.18
C 0.62 1.76 -1.67 0.02
C 1.70 1.32 -1.08 -0.05
H -1.80 -1.34 2.08 0.11
H -0.06 -2.10 0.24 0.11
H 1.02 -1.08 1.25 0.13
H 0.08 0.85 1.07 0.15
H -2.16 -0.60 -0.19 0.16
H 0.48 -0.48 -1.69 0.07
H 0.07 2.39 -2.38 0.10
H 2.47 1.52 -0.33 0.10
```

As for the HOMO energy: -8.7 eV. The value obtained for the energy relative to the best compared isomer or geometry (same formula, charge and spin) is 113.68 kcal per mole. The gap between HOMO and LUMO comes out at 9.36 eV. As for the SMILES: OC[C@H](O)C1C=C1.

Which value of gap between HOMO and LUMO does entry 2 give?
9.36 eV